An isolated molecule of C19H22N4O2 in a non-equilibrium geometry. Source: the OMol25 dataset; level of theory: the ωB97M-V functional and the def2-TZVPD basis.

Calculated values
Kohn-Sham gap = 0.27163 hartree
ΔE to the lowest compared entry with this formula, charge and spin = 74.04 kcal/mol
energy = -1106.66489 Ha
E_LUMO = -0.3 eV
structure (SMILES) = COc1cc(C)c2nc3[nH]nc(C)c3c(CN3C[C@H]4C[C@@H]3CO4)c2c1
2S+1 = 1

Last column: natural (NBO) charge in e.
CARTESIAN COORDINATES (ANGSTROEM)
N: 1.7492 3.8565 1.5307  -0.22
N: -1.2391 2.8482 -0.1060  -0.45
O: -2.9154 -1.5399 -2.9618  -0.51
O: 0.7232 -3.5947 1.4048  -0.53
C: 2.0225 2.6125 1.1643  0.17
C: -0.0269 2.9639 0.4275  0.33
C: -3.2478 0.5259 -2.0371  -0.25
C: -2.3947 -0.5318 -2.1895  0.38
C: 0.9233 2.0002 0.3914  -0.13
C: -2.8515 1.6917 -1.4121  0.02
C: -1.1093 -0.4800 -1.6197  -0.35
C: 0.6163 0.7834 -0.2831  0.06
C: -1.5648 1.7359 -0.8080  0.15
C: -0.6412 0.6579 -0.9003  -0.04
N: 0.4436 4.0362 1.1096  -0.39
N: 1.7452 -0.9766 0.9373  -0.45
C: -2.0412 -2.5879 -3.3564  -0.25
C: 3.3663 2.0382 1.4546  -0.65
C: -3.8259 2.8802 -1.3607  -0.63
C: 1.6575 -0.3079 -0.3601  -0.24
C: -0.1478 -2.5020 1.0283  -0.09
C: 2.6898 -2.1314 1.1053  -0.25
C: 1.1369 -1.9453 2.8776  -0.41
C: 1.8559 -2.9739 2.0410  0.08
C: 0.5303 -1.3210 1.6717  -0.10
H: -4.2263 0.4700 -2.5415  0.22
H: -0.4771 -1.3424 -1.7551  0.21
H: -0.1026 4.7964 1.3885  0.41
H: -1.2474 -2.1956 -3.9744  0.18
H: -2.5684 -3.3364 -3.9193  0.20
H: -1.6071 -3.0605 -2.4408  0.17
H: 3.9458 1.9576 0.5317  0.22
H: 3.2782 1.0448 1.9234  0.24
H: 3.8933 2.7113 2.1133  0.23
H: -4.3107 2.9585 -0.3424  0.23
H: -3.2866 3.8371 -1.5132  0.24
H: -4.6085 2.7980 -2.1229  0.21
H: 1.4759 -1.0486 -1.1277  0.18
H: 2.6264 0.1409 -0.5718  0.21
H: -1.1655 -2.5801 1.4370  0.18
H: -0.2113 -2.4226 -0.0529  0.18
H: 3.6285 -1.7984 1.5189  0.20
H: 2.8779 -2.6700 0.1877  0.19
H: 0.4592 -2.4440 3.5789  0.22
H: 1.8787 -1.3472 3.4293  0.22
H: 2.4641 -3.7223 2.5744  0.20
H: -0.1710 -0.4848 1.9297  0.23